Formula: CH4N2O2S
Source: OMol25
Level of theory: the ωB97M-V functional and the def2-TZVPD basis

The energy above the lowest of the compared OMol25 structures with the same formula, charge and spin comes out at 120.3 kcal/mol. The value obtained for the lowest unoccupied orbital energy (spin up / spin down) is -0.015 / -0.015 hartree. Its gap between HOMO and LUMO (spin up / spin down) is 8.7 / 8.7 eV. For the total energy, the calculation gives -19006.7077 eV. Its strongest force on any atom is 3.9 eV Å⁻¹.

Geometry as ORCA input:
```
! wB97M-V def2-TZVPD RIJCOSX def2/J DEFGRID3
* xyz 0 1
C -0.69812 0.51061 -0.32743
N 1.07045 -1.18829 0.09552
N -0.00839 1.59375 -0.11409
O -2.98083 -0.11447 0.54224
O 0.89882 1.89218 0.68742
S -1.98074 -0.40904 -0.49086
H 0.84188 -2.00175 -0.38833
H 1.08596 -1.53009 1.04869
H -0.35501 2.38540 -0.86569
H 2.12599 -1.13830 -0.18745
*
```

Formula: C16H10CuF3N3O9Te
Source: OMol25
Level of theory: the ωB97M-V functional and the def2-TZVPD basis

The energy above the lowest of the compared OMol25 structures with the same formula, charge and spin comes out at 4.8 kcal/mol. The value obtained for the lowest unoccupied orbital energy is 0.056 hartree. Its gap between HOMO and LUMO is 6.5 eV. For the total energy, the calculation gives -99733.0127 eV. Its strongest force on any atom is 0.6 eV Å⁻¹.

Geometry as ORCA input:
```
! wB97M-V def2-TZVPD RIJCOSX def2/J DEFGRID3
* xyz -1 1
Cu 1.55244 -0.62123 -0.10544
O -1.80581 -5.04536 -5.08031
N -2.28181 -5.04769 -3.95963
O -3.26318 -5.69378 -3.63675
C -1.64158 -4.22838 -2.93925
C -2.18922 -4.17427 -1.65757
C -1.58480 -3.40254 -0.71664
C -0.32050 -2.73774 -0.89176
O 0.28685 -2.22716 0.05502
C 0.10878 -2.76224 -2.27050
C -0.52843 -3.48404 -3.25782
N 1.25022 -1.96168 -2.69077
O 2.13228 -1.72672 -1.86091
O 1.28282 -1.55503 -3.83847
N -2.27805 -3.26519 0.57480
O -2.35168 -2.14792 1.04395
O -2.83950 -4.25248 1.02263
H -3.09120 -4.72016 -1.42131
H -0.14571 -3.47121 -4.26783
C 0.97409 2.32039 2.00547
Te -0.27011 0.64522 1.55286
C -1.27129 2.04580 0.27866
C -0.95930 3.40878 0.84520
C -1.73170 4.52335 0.53395
C -1.42185 5.76694 1.06312
C -0.32504 5.90284 1.90527
C 0.45253 4.79565 2.21274
C 0.14329 3.54302 1.69081
H 1.86326 2.25948 1.37712
H 1.28814 2.29328 3.04656
H -2.33986 1.84300 0.25626
H -0.87588 1.93479 -0.73009
H -2.58516 4.41315 -0.12600
H -2.03907 6.62489 0.82670
H -0.08056 6.86918 2.32836
H 1.31154 4.89861 2.86583
F 3.43098 -1.85866 1.73272
C 3.58223 -0.68416 2.37386
F 4.55905 -0.83766 3.26983
F 2.43059 -0.46303 3.05641
C 3.83028 0.48762 1.40335
O 4.61369 1.34769 1.77606
O 3.12822 0.44464 0.35354
*
```

Formula: C20H18N2O3S2
Source: OMol25
Level of theory: the ωB97M-V functional and the def2-TZVPD basis

The energy above the lowest of the compared OMol25 structures with the same formula, charge and spin comes out at 0.0 kcal/mol. The value obtained for the lowest unoccupied orbital energy is 0.023 hartree. Its gap between HOMO and LUMO is 8.7 eV. For the total energy, the calculation gives -51826.6621 eV. Its strongest force on any atom is 1.1 eV Å⁻¹.

Geometry as ORCA input:
```
! wB97M-V def2-TZVPD RIJCOSX def2/J DEFGRID3
* xyz 0 1
C -1.41325 -8.43311 -0.96608
C -1.60098 -8.07535 0.50526
O -2.34235 -6.88447 0.68619
C -1.76403 -5.67585 0.46657
C -0.40981 -5.46545 0.18114
C 0.09088 -4.19338 -0.00426
C -0.75931 -3.10018 0.09056
N -0.40962 -1.78900 -0.06848
C -1.41726 -1.01332 0.07812
S -1.35376 0.71389 -0.05888
C 0.44031 0.87324 -0.42446
C 1.30897 0.77221 0.81560
C 1.89670 2.15695 1.00196
O 2.59591 2.53135 1.90131
N 1.48294 2.93736 -0.06803
C 1.85618 4.30043 -0.23029
C 0.89329 5.24142 -0.56444
C 1.26039 6.56458 -0.72314
C 2.57688 6.96973 -0.54343
C 2.97573 8.40112 -0.73037
C 3.52619 6.01250 -0.20372
C 3.17766 4.68437 -0.05120
C 0.67610 2.27279 -0.97004
O 0.25264 2.72221 -1.99820
S -2.96436 -1.79144 0.44492
C -2.12504 -3.31856 0.38051
C -2.62962 -4.58623 0.56737
H -0.84272 -7.66649 -1.48475
H -2.38300 -8.52361 -1.44876
H -0.88805 -9.38066 -1.04791
H -0.63515 -8.01450 1.02145
H -2.20473 -8.84218 0.99849
H 0.27043 -6.29838 0.10624
H 1.13475 -4.03676 -0.22353
H 0.64772 0.11398 -1.17878
H 2.11372 0.04560 0.69630
H 0.74993 0.49105 1.70870
H -0.13242 4.93854 -0.70345
H 0.50803 7.29364 -0.98584
H 3.42339 8.53600 -1.71539
H 3.71178 8.69699 0.01397
H 2.11339 9.05871 -0.65675
H 4.55444 6.31031 -0.05962
H 3.92266 3.95122 0.21396
H -3.66948 -4.75757 0.79035
*
```

Formula: C56H42CuN3P3Si
Source: OMol25
Level of theory: the ωB97M-V functional and the def2-TZVPD basis

The value obtained for the lowest unoccupied orbital energy is 0.090 hartree. Its gap between HOMO and LUMO is 6.3 eV. For the total energy, the calculation gives -143611.5561 eV. Its strongest force on any atom is 0.5 eV Å⁻¹.

Geometry as ORCA input:
```
! wB97M-V def2-TZVPD RIJCOSX def2/J DEFGRID3
* xyz -1 1
Cu -0.55909 0.68131 -0.46032
C -4.13540 -5.22732 2.75573
C -2.82460 -4.86232 3.03802
C -2.21533 -3.85275 2.31103
C -2.88758 -3.20189 1.27373
C -4.19885 -3.58037 0.99835
C -4.81904 -4.58135 1.73716
P -1.92900 -1.86992 0.42004
C -3.18965 -1.13317 -0.68108
C -4.27867 -0.48440 -0.09716
C -5.18996 0.20909 -0.87392
C -5.01021 0.29783 -2.24933
C -3.92267 -0.32793 -2.83674
C -3.02287 -1.04858 -2.06065
C -0.98076 -2.93177 -0.76337
C -1.57139 -4.07334 -1.30344
C -0.87832 -4.88379 -2.18812
C 0.42308 -4.55251 -2.53407
C 1.01507 -3.41977 -1.99402
C 0.33840 -2.57829 -1.10484
Si 1.05889 -0.95477 -0.36779
C 2.56962 -0.43066 -1.44289
C 3.65054 -1.27852 -1.70155
C 4.67318 -0.92624 -2.57008
C 4.63304 0.29972 -3.22037
C 3.59978 1.18131 -2.94484
C 2.59610 0.84435 -2.03792
P 1.30013 2.07307 -1.58164
C 2.19219 3.64736 -1.31476
C 1.38119 4.76599 -1.08791
C 1.92898 5.97639 -0.69730
C 3.29825 6.08566 -0.48557
C 4.10735 4.97570 -0.66931
C 3.56028 3.76672 -1.08179
C 0.48502 2.28986 -3.22261
C 0.35813 3.48667 -3.91921
C -0.39031 3.55035 -5.08890
C -1.01539 2.41860 -5.58509
C -0.88040 1.21381 -4.90784
C -0.14344 1.15264 -3.73800
C 1.89252 -1.58163 1.24584
C 1.88659 -2.92909 1.60763
C 2.46975 -3.36979 2.79021
C 3.05879 -2.46122 3.65234
C 3.05699 -1.10952 3.33394
C 2.48578 -0.66536 2.14746
P 2.43430 1.08960 1.63296
C 3.51149 1.89789 2.88053
C 3.08879 2.78780 3.86121
C 4.01056 3.41632 4.69131
C 5.36544 3.15957 4.55824
C 5.80020 2.27031 3.58162
C 4.88252 1.65654 2.74693
C 0.74478 1.62456 2.07243
C -0.22464 0.77584 2.60161
C -1.53133 1.21552 2.75740
C -1.88572 2.50505 2.38791
C -0.92939 3.35551 1.85173
C 0.37398 2.91417 1.68524
H -4.62013 -6.00762 3.32927
H -2.28085 -5.35799 3.83296
H -1.19644 -3.55913 2.54586
H -4.74137 -3.09556 0.19632
H -5.84086 -4.85932 1.50817
H -4.39871 -0.50396 0.98102
H -6.02386 0.71564 -0.40368
H -5.68668 0.88635 -2.85417
H -3.76136 -0.23437 -3.90333
H -2.17460 -1.53161 -2.53134
H -2.58937 -4.32836 -1.03423
H -1.35318 -5.76295 -2.60660
H 0.97871 -5.17412 -3.22669
H 2.02685 -3.18011 -2.29370
H 3.70542 -2.23798 -1.19732
H 5.49360 -1.61180 -2.74794
H 5.40668 0.57333 -3.92767
H 3.57168 2.14587 -3.43977
H 0.30585 4.67883 -1.21131
H 1.28252 6.83068 -0.53869
H 3.72622 7.02565 -0.16034
H 5.17207 5.04242 -0.48147
H 4.20482 2.90498 -1.19344
H 0.83074 4.38743 -3.54971
H -0.49950 4.49799 -5.60135
H -1.61837 2.47744 -6.48164
H -1.36477 0.32053 -5.28330
H -0.06208 0.20836 -3.20739
H 1.41075 -3.65068 0.95236
H 2.45581 -4.42425 3.04082
H 3.51441 -2.79931 4.57538
H 3.51158 -0.39894 4.01408
H 2.03302 2.99248 3.98698
H 3.66106 4.10844 5.44772
H 6.08054 3.65037 5.20650
H 6.85698 2.06357 3.46479
H 5.22963 0.97930 1.97259
H 0.03351 -0.24270 2.86332
H -2.27937 0.53678 3.14855
H -2.91028 2.83862 2.49455
H -1.20426 4.35118 1.52729
H 1.10582 3.56663 1.21873
N -4.30950 3.50235 -4.07671
C -3.79254 3.54534 -3.03819
N -3.23148 3.70891 -1.85736
C -2.59140 2.75269 -1.27861
N -2.02632 1.95875 -0.63737
*
```

- Which of these has the highest strongest force on any atom?
  CH4N2O2S